Molecular formula: CH2F2IN3
Method: DFT, ωB97M-V/def2-TZVPD

Values from the calculation:
E_tot = -19069.7323 eV
2S+1 = 1
SMILES = N/C(=N/I)N(F)F
Strongest force on any atom = 9.22 eV/Å
Net charge = 0

Last column: Mulliken charge in e.
CARTESIAN COORDINATES (ANGSTROEM)
C  0.28  -0.07  0.12  0.61
N  1.04  -1.14  0.62  -0.62
N  0.47  1.09  0.63  -0.33
N  -0.62  -0.23  -1.02  0.07
F  -0.68  1.00  -1.62  -0.19
F  -1.88  -0.53  -0.53  -0.13
I  0.82  -3.06  0.01  0.08
H  0.91  1.21  1.44  0.23
H  -0.35  1.72  0.37  0.27

***

Molecular formula: C54H30ClN12OY
Method: DFT, ωB97M-V/def2-TZVPD

Values from the calculation:
E_tot = -89986.0640 eV
2S+1 = 1
Strongest force on any atom = 2.92 eV/Å
Net charge = 0

Last column: Mulliken charge in e.
CARTESIAN COORDINATES (ANGSTROEM)
Y  -0.10  -0.05  0.25  0.24
C  6.12  -0.83  -2.73  -0.71
C  6.11  0.55  -2.69  -0.76
C  5.01  1.27  -2.19  -0.24
C  3.86  0.58  -1.95  0.21
C  2.51  1.04  -1.53  -0.18
N  1.76  -0.08  -1.27  0.15
C  2.49  -1.19  -1.58  -0.01
N  2.11  -2.42  -1.54  -0.21
C  0.88  -2.82  -1.34  -0.29
C  0.42  -4.17  -1.74  0.23
C  1.10  -5.35  -2.04  -0.18
C  0.39  -6.50  -2.29  -0.77
C  -1.04  -6.44  -2.30  -0.81
C  -1.69  -5.21  -2.06  -0.16
C  -0.96  -4.11  -1.75  0.61
C  -1.36  -2.77  -1.41  -0.73
N  -2.63  -2.30  -1.49  -0.42
C  -2.96  -1.04  -1.22  -0.17
N  -2.20  0.03  -0.90  0.20
C  -2.94  1.15  -0.83  0.16
N  -2.55  2.49  -0.76  -0.42
C  -1.30  2.81  -0.87  -0.40
N  -0.18  1.98  -0.96  0.07
C  0.89  2.76  -1.21  -0.26
N  2.18  2.33  -1.47  -0.45
C  0.58  4.17  -1.09  -0.05
C  1.34  5.33  -1.16  0.31
C  0.68  6.56  -0.94  -0.85
C  -0.68  6.56  -0.64  -0.63
C  -1.46  5.43  -0.62  0.18
C  -0.84  4.23  -0.86  0.35
C  -4.35  0.78  -1.10  -0.15
C  -5.62  1.46  -1.04  -0.40
C  -6.76  0.74  -1.29  -0.66
C  -6.74  -0.62  -1.58  -0.75
C  -5.51  -1.29  -1.61  -0.08
C  -4.36  -0.57  -1.33  0.45
N  -0.23  -2.05  -1.10  0.65
C  3.86  -0.80  -2.01  -0.03
C  4.94  -1.54  -2.47  0.07
H  7.04  -1.42  -2.97  0.34
H  7.01  1.04  -3.02  0.40
H  5.04  2.33  -2.13  0.64
H  2.14  -5.44  -1.83  0.46
H  0.92  -7.42  -2.26  0.43
H  -1.58  -7.35  -2.43  0.44
H  -2.78  -5.16  -2.08  0.54
H  2.43  5.27  -1.24  0.50
H  1.32  7.41  -0.92  0.43
H  -1.20  7.52  -0.40  0.31
H  -2.51  5.44  -0.30  0.53
H  -5.65  2.50  -0.78  0.52
H  -7.69  1.23  -1.17  0.43
H  -7.59  -1.21  -1.76  0.48
H  -5.44  -2.36  -1.68  0.54
H  4.87  -2.59  -2.56  0.61
Cl  -0.17  6.80  3.14  -0.26
C  -0.39  5.15  2.77  0.46
C  -1.69  4.64  2.84  -0.93
C  -1.94  3.34  2.50  -0.69
C  -0.80  2.54  2.11  0.90
O  -1.00  1.32  1.80  -0.57
C  0.51  3.09  2.19  0.07
C  1.63  2.31  1.89  0.28
N  1.64  1.09  1.48  0.89
C  2.91  0.37  1.49  0.09
C  4.15  0.96  1.29  -0.70
C  5.30  0.19  1.32  -0.79
C  5.25  -1.19  1.45  -1.17
C  3.98  -1.82  1.65  1.94
C  3.87  -3.23  1.91  -0.85
C  2.66  -3.77  2.10  -1.08
C  1.54  -2.89  2.11  -0.30
N  1.56  -1.62  1.87  -0.32
C  2.81  -1.04  1.71  -0.07
C  0.69  4.43  2.46  -1.39
H  -2.54  5.25  3.17  0.47
H  -2.85  2.75  2.56  0.49
H  2.60  2.81  2.05  0.21
H  4.23  2.03  1.18  0.32
H  6.23  0.76  1.13  0.31
H  6.20  -1.74  1.41  0.36
H  4.77  -3.80  1.92  0.50
H  2.56  -4.80  2.40  0.49
H  0.58  -3.34  2.31  0.52
H  1.71  4.84  2.37  0.37
N  -6.21  0.00  3.04  -0.53
C  -5.26  -0.57  2.81  -0.27
C  -4.14  -1.41  2.40  0.44
C  -4.37  -2.77  2.41  -0.50
C  -3.37  -3.59  1.96  -1.52
C  -2.16  -3.03  1.54  0.02
N  -1.94  -1.73  1.60  0.02
C  -2.90  -0.93  2.07  -0.15
H  -5.33  -3.11  2.67  0.57
H  -3.45  -4.65  1.88  0.51
H  -1.36  -3.67  1.15  0.65
H  -2.64  0.13  2.16  0.48

***

Molecular formula: C2H2FO2Rb
Method: DFT, ωB97M-V/def2-TZVPD

Values from the calculation:
E_tot = -9565.2686 eV
2S+1 = 2
Strongest force on any atom = 1.17 eV/Å
<S²> = 0.7500
Net charge = +1

Last column: Löwdin spin population.
CARTESIAN COORDINATES (ANGSTROEM)
H  -0.84  -2.93  -1.12  0.93
C  0.23  0.68  0.02  0.00
C  1.57  -0.02  0.29  0.00
O  2.60  0.57  0.21  0.00
O  -0.84  0.14  0.02  0.03
F  0.36  1.94  -0.29  0.00
H  1.47  -1.11  0.45  0.01
Rb  -4.55  0.73  0.42  0.02

***

Molecular formula: C29H35MgN9S3
Method: DFT, ωB97M-V/def2-TZVPD

Values from the calculation:
E_tot = -81993.1267 eV
2S+1 = 1
Strongest force on any atom = 0.78 eV/Å
Net charge = +2

Last column: Mulliken charge in e.
CARTESIAN COORDINATES (ANGSTROEM)
Mg  0.41  -0.08  -0.31  1.35
S  0.13  -0.05  -5.17  -0.26
C  -1.42  0.68  -4.95  0.78
C  -2.43  0.86  -5.89  -0.65
C  -3.55  1.57  -5.51  -0.66
C  -3.64  2.13  -4.24  -0.69
C  -2.63  1.94  -3.31  -0.27
C  -1.51  1.18  -3.64  -0.51
N  -0.41  0.90  -2.83  -0.31
C  0.54  0.33  -3.52  0.29
C  1.89  0.02  -3.00  2.47
C  2.97  -0.07  -3.88  -0.94
C  4.24  -0.30  -3.40  -0.71
C  4.44  -0.45  -2.03  -1.05
C  3.35  -0.36  -1.17  0.11
C  2.04  -0.14  -1.61  -1.64
H  -2.34  0.46  -6.89  0.43
H  -4.35  1.73  -6.23  0.43
H  -4.49  2.75  -3.99  0.51
H  -2.66  2.46  -2.36  0.62
H  2.83  0.09  -4.95  0.39
H  5.09  -0.33  -4.08  0.42
H  5.43  -0.64  -1.64  0.43
H  3.54  -0.53  -0.11  0.54
N  1.19  -3.19  -1.90  -0.31
C  0.59  -3.27  -0.69  0.32
N  0.19  -2.24  0.02  0.41
C  -0.40  -2.65  1.21  -0.39
C  -0.46  -3.99  1.39  -0.37
S  0.24  -4.81  0.05  -0.20
C  -0.84  -1.61  2.14  -1.00
C  -1.39  -1.78  3.36  -0.18
S  -1.69  -0.24  4.09  -0.20
C  -1.02  0.54  2.69  -0.07
N  -0.64  -0.29  1.75  0.73
N  -0.96  1.90  2.58  -0.37
H  1.59  -2.30  -2.14  -0.04
H  1.60  -4.02  -2.30  0.25
H  -0.86  -4.54  2.23  0.45
H  -1.62  -2.69  3.89  0.46
H  -1.04  2.44  3.43  0.25
H  -0.25  2.23  1.95  0.25
N  -5.39  -0.59  -0.50  -0.10
C  -4.48  -1.61  -1.15  -1.08
C  -3.11  -1.52  -0.48  -0.69
N  -2.53  -0.18  -0.56  0.76
C  -3.43  0.84  -0.03  -0.90
C  -4.83  0.80  -0.63  -0.77
H  -5.48  -0.82  0.49  0.38
H  -6.32  -0.64  -0.90  0.36
H  -4.42  -1.36  -2.21  0.41
H  -4.92  -2.60  -1.03  0.49
H  -2.45  -2.24  -0.96  0.33
H  -3.21  -1.81  0.57  0.40
H  -2.23  0.02  -1.50  -0.17
H  -3.01  1.83  -0.19  0.48
H  -3.51  0.70  1.06  0.31
H  -4.83  1.04  -1.69  0.33
H  -5.50  1.49  -0.11  0.46
N  1.59  1.18  1.23  -0.79
C  2.47  0.97  1.96  0.58
N  3.47  0.72  2.77  -0.04
C  4.66  1.60  2.81  -0.78
C  4.56  2.55  4.00  -0.54
C  4.33  1.77  5.30  -0.71
C  3.10  0.86  5.20  -0.46
C  3.24  -0.07  4.00  -0.71
H  4.74  2.13  1.87  0.45
H  5.53  0.95  2.93  0.36
H  3.73  3.24  3.83  0.26
H  5.47  3.14  4.06  0.38
H  4.21  2.47  6.13  0.35
H  5.21  1.16  5.52  0.31
H  2.20  1.48  5.06  0.20
H  2.97  0.28  6.11  0.39
H  2.36  -0.71  3.87  0.35
H  4.11  -0.71  4.13  0.36

***

Molecular formula: C24H52Br3N4O9S5
Method: DFT, ωB97M-V/def2-TZVPD

Values from the calculation:
E_tot = -314408.5439 eV
2S+1 = 1
Strongest force on any atom = 2.55 eV/Å
Net charge = +1

Last column: Mulliken charge in e.
CARTESIAN COORDINATES (ANGSTROEM)
C  7.74  -0.86  4.74  -0.77
C  6.67  -1.14  4.00  -0.08
N  5.60  -1.99  4.41  0.54
N  5.84  -3.25  5.03  -0.76
C  4.37  -1.62  4.27  0.08
N  3.37  -2.47  4.72  -0.52
C  1.99  -1.90  4.47  2.22
C  1.33  -2.91  3.51  -1.12
O  0.29  -3.58  4.18  -0.12
C  -0.03  -4.83  3.61  -0.48
O  -1.24  -4.85  2.91  -0.39
C  -1.32  -3.94  1.83  -0.36
C  -0.39  -4.25  0.65  -0.35
O  0.19  -3.08  0.08  -0.48
C  1.17  -1.55  5.71  -1.05
C  -0.20  -0.94  5.37  0.12
O  -1.21  -1.57  5.26  -0.39
Br  -0.32  1.02  5.16  -0.14
C  2.39  -0.53  3.84  -1.17
N  3.89  -0.46  3.75  0.18
C  4.37  -0.02  2.48  -1.01
Br  5.23  1.70  2.56  -0.01
C  4.25  -0.69  1.34  0.69
C  3.63  -2.05  1.26  -0.82
Br  4.85  0.09  -0.27  -0.07
H  8.24  -1.63  5.31  0.20
H  8.15  0.13  4.75  0.28
H  6.60  -0.72  3.01  0.45
H  6.84  -3.43  5.01  0.29
H  5.43  -3.95  4.41  0.25
H  3.50  -2.44  5.74  0.45
H  0.93  -2.41  2.63  -0.40
H  2.10  -3.60  3.17  0.77
H  0.77  -5.23  2.99  0.30
H  -0.16  -5.53  4.44  0.24
H  -2.34  -3.99  1.48  0.42
H  -1.20  -2.91  2.20  0.25
H  -0.98  -4.72  -0.12  0.34
H  0.38  -4.97  0.93  0.24
H  -0.06  -2.31  0.60  0.29
H  1.68  -0.83  6.34  0.67
H  0.95  -2.41  6.33  0.55
H  1.93  -0.39  2.87  0.31
H  2.16  0.32  4.48  0.44
H  3.97  -2.73  2.03  0.10
H  2.55  -1.93  1.20  0.11
H  3.93  -2.48  0.31  0.67
C  -0.26  2.45  -1.59  -1.00
S  1.26  1.76  -0.95  0.48
O  0.94  1.09  0.36  -0.60
C  2.03  3.33  -0.56  -0.88
H  -0.92  1.63  -1.86  0.41
H  -0.74  3.07  -0.82  0.30
H  -0.04  3.05  -2.47  0.35
H  1.40  3.89  0.13  0.31
H  2.17  3.90  -1.48  0.39
H  3.00  3.14  -0.10  0.24
C  -3.16  -7.17  6.96  -1.11
S  -1.98  -5.82  6.86  0.76
O  -0.61  -6.43  6.83  -0.65
C  -2.26  -5.21  8.52  -1.02
H  -3.12  -7.73  6.03  0.32
H  -2.90  -7.83  7.79  0.35
H  -4.16  -6.76  7.10  0.37
H  -2.06  -5.99  9.25  0.34
H  -3.30  -4.87  8.61  0.37
H  -1.59  -4.37  8.69  0.28
C  -2.50  6.59  -4.30  -0.77
S  -2.04  4.92  -3.85  0.49
O  -0.73  5.00  -3.12  -0.63
C  -1.68  4.36  -5.51  -0.89
H  -2.72  7.14  -3.39  0.36
H  -1.67  7.07  -4.83  0.29
H  -3.38  6.55  -4.95  0.26
H  -0.91  4.98  -5.95  0.36
H  -2.60  4.41  -6.11  0.32
H  -1.34  3.33  -5.46  0.31
C  -3.63  1.71  -8.87  -0.88
S  -2.04  0.98  -8.46  0.43
O  -1.34  1.92  -7.55  -0.55
C  -1.32  1.19  -10.09  -0.97
H  -4.24  1.72  -7.96  0.32
H  -3.48  2.73  -9.22  0.17
H  -4.12  1.11  -9.63  0.45
H  -1.32  2.24  -10.36  0.31
H  -1.88  0.60  -10.82  0.38
H  -0.29  0.83  -10.06  0.32
C  -6.38  8.09  -7.74  -0.98
S  -5.91  6.42  -7.28  0.43
O  -4.61  6.51  -6.55  -0.61
C  -5.55  5.85  -8.94  -0.70
H  -6.60  8.64  -6.83  0.33
H  -5.55  8.57  -8.26  0.31
H  -7.26  8.06  -8.38  0.39
H  -4.78  6.48  -9.39  0.32
H  -6.46  5.89  -9.54  0.39
H  -5.20  4.82  -8.88  0.03

***

Molecular formula: C5H14O3
Method: DFT, ωB97M-V/def2-TZVPD

Values from the calculation:
E_tot = -11551.3359 eV
2S+1 = 2
Strongest force on any atom = 4.15 eV/Å
<S²> = 0.7504
Net charge = -1

Last column: Löwdin spin population.
CARTESIAN COORDINATES (ANGSTROEM)
O  -0.19  -3.36  -1.69  0.01
C  0.54  -2.40  -1.50  0.10
C  0.02  -1.07  -0.98  0.10
C  -1.34  -1.36  -0.29  0.02
C  -2.24  -0.06  -0.02  0.02
C  -2.61  -0.08  1.41  0.04
H  1.63  -2.45  -1.56  0.04
H  -0.05  -0.30  -1.73  0.03
H  0.85  -0.87  -0.21  0.07
H  -1.29  -1.89  0.62  0.01
H  -1.98  -2.00  -0.79  0.00
H  -3.20  -0.14  -0.72  0.00
H  -1.88  0.88  -0.48  0.01
H  -3.61  -0.11  1.77  0.00
H  -2.40  0.96  1.65  0.01
H  -2.05  -0.69  2.24  0.01
H  2.50  5.03  -0.47  0.02
H  2.20  3.98  -1.59  0.03
O  2.46  4.11  -0.65  0.11
H  4.33  0.62  2.48  0.06
H  3.80  0.36  1.05  0.08
O  4.50  0.83  1.47  0.22